6 unconnected molecules or ions with the total composition C31H60F2N2O10, computed with ωB97M-V/def2-TZVPD.

Results
HOMO-LUMO gap (eV): 8.1
SMILES: C[C@H](F)Cc1ccc(F)c2nccnc12.COCCOC.COCCOC.COCCOC.COCCOC.COCCOC
E (eV): -62001.6476
Molecular weight (g/mol): 658.821

The geometry in XYZ format:
```
105
Properties=species:S:1:pos:R:3:lowdin_charge:R:1
F -4.238 8.041 0.237 0.014
F 1.195 4.773 0.755 -0.051
O 7.296 -6.409 -2.340 -0.190
O -2.419 -5.795 -1.962 -0.198
O 4.456 -6.526 -1.496 -0.190
O -0.067 6.324 6.133 -0.192
O -4.075 -7.816 -0.561 -0.191
O -3.298 0.427 0.666 -0.214
O 3.574 -2.617 -1.580 -0.207
O -4.963 -2.020 0.866 -0.193
O 2.320 0.063 -1.395 -0.203
O -1.197 6.795 3.433 -0.192
N -3.858 5.286 -0.048 0.123
N -1.075 4.338 -0.859 0.117
C 5.027 -5.535 -2.349 -0.203
C -0.562 8.109 -0.645 -0.018
C 2.946 -1.921 -2.652 -0.197
C -4.398 -6.437 -0.704 -0.201
C -6.101 -1.279 0.454 -0.110
C 1.184 6.307 -1.244 -0.108
C 6.174 -6.107 -3.165 -0.199
C -2.816 -0.913 0.596 -0.192
C 0.610 7.568 6.066 -0.114
C -3.481 3.993 -0.231 -0.081
C -3.853 -1.843 -0.010 -0.199
C 2.635 -3.118 -0.640 -0.103
C -0.277 6.675 -0.826 -0.122
C -3.681 0.791 1.979 -0.109
C 1.884 3.819 -1.462 -0.066
C 4.852 -6.369 -0.144 -0.104
C -1.392 5.676 -0.640 -0.144
C 7.426 -7.799 -2.091 -0.114
C -3.024 -8.032 0.368 -0.111
C -1.801 -6.826 -2.716 -0.110
C -0.018 6.259 2.846 -0.110
C 3.090 -0.416 -2.493 -0.199
C 3.119 0.360 -0.260 -0.113
C -1.452 6.441 5.823 -0.201
C 1.821 5.078 -0.471 -0.325
C -2.967 7.591 -0.110 -0.146
C -1.937 8.585 -0.289 0.008
C -2.752 6.104 -0.268 -0.131
C -2.115 3.494 -0.652 -0.051
C -3.842 -5.872 -2.000 -0.202
C -1.750 5.935 4.422 -0.203
H 3.735 1.243 -0.458 0.080
H -1.795 7.474 5.947 0.125
H -1.936 -0.900 -0.054 0.125
H 4.142 -0.134 -2.388 0.127
H 7.722 -8.319 -3.008 0.087
H 0.714 5.970 3.606 0.089
H 0.238 8.879 -0.778 0.106
H -1.951 2.390 -0.768 0.109
H -4.046 -5.859 0.157 0.123
H -1.392 4.908 4.294 0.126
H 2.059 -3.937 -1.085 0.093
H -6.852 -1.347 1.242 0.090
H 0.435 8.070 5.110 0.083
H 0.425 7.027 2.210 0.086
H 8.209 -7.939 -1.344 0.088
H 1.833 7.206 -1.003 0.112
H -3.400 -2.830 -0.150 0.119
H 5.852 -6.990 -3.727 0.125
H -2.798 0.875 2.622 0.092
H 1.679 7.379 6.169 0.088
H -4.165 1.767 1.931 0.077
H 3.457 -2.227 -3.571 0.124
H -1.992 5.818 6.544 0.122
H 1.497 4.068 -2.489 0.072
H -5.858 -0.225 0.294 0.082
H 2.698 0.070 -3.391 0.125
H 5.940 -6.311 -0.048 0.087
H 3.187 -3.506 0.216 0.078
H -0.269 5.397 2.228 0.069
H 4.394 -5.471 0.281 0.069
H -4.275 3.214 -0.052 0.103
H -4.383 0.073 2.411 0.087
H -2.501 -1.269 1.582 0.128
H -2.137 9.676 -0.190 0.112
H 2.455 0.580 0.576 0.091
H -5.490 -6.368 -0.732 0.125
H 1.258 6.199 -2.368 0.122
H 2.966 3.523 -1.614 0.072
H -3.370 -7.813 1.383 0.088
H -6.517 -1.708 -0.463 0.088
H -2.834 5.936 4.272 0.124
H 1.957 -2.334 -0.293 0.084
H -4.180 -1.480 -0.990 0.127
H 2.906 5.341 -0.286 0.135
H 1.893 -2.206 -2.741 0.127
H 4.499 -7.237 0.415 0.090
H -0.728 -6.791 -2.522 0.088
H 6.504 -5.351 -3.883 0.124
H -4.210 -4.848 -2.124 0.118
H -2.175 -7.813 -2.431 0.085
H 1.305 2.940 -1.081 0.067
H -1.968 -6.661 -3.786 0.088
H 6.497 -8.227 -1.706 0.083
H -4.180 -6.458 -2.860 0.126
H 4.236 -5.212 -3.033 0.122
H 0.289 8.215 6.889 0.087
H 5.352 -4.663 -1.774 0.121
H 3.758 -0.484 0.014 0.084
H -2.149 -7.419 0.135 0.083
H -2.737 -9.083 0.318 0.089
```